Density functional theory data (ωB97M-V with the def2-TZVPD basis set) for a 5-piece molecular cluster, C10H15N5 overall in a non-equilibrium geometry.

As for the SMILES: CC#N.CC#N.CC#N.CC#N.CC#N. The highest occupied orbital energy comes out at -0.4247 hartree. For the max |F|, the calculation gives 0.101 Eh/bohr. The HOMO-LUMO gap comes out at 11.58 eV. As for the total energy: -18061.52491 eV.

ORCA input file:
```
! RIJCOSX wB97M-V def2-TZVPD def2/J DEFGRID3
* xyz 0 1
C -0.762 2.149 1.409
C -0.998 3.472 1.995
N -1.191 4.492 2.501
H -0.851 2.277 0.330
H -1.296 1.294 1.825
H 0.305 2.019 1.589
C -2.053 -1.819 3.275
C -2.623 -3.131 3.587
N -3.103 -4.127 3.821
H -2.541 -1.415 2.388
H -0.982 -1.928 3.105
H -2.247 -1.085 4.056
C -3.399 -0.769 -1.364
C -4.801 -0.714 -1.621
N -5.947 -0.709 -1.798
H -3.126 -1.779 -1.057
H -3.115 -0.089 -0.561
H -2.980 -0.497 -2.332
C 1.311 -0.029 -1.314
C 0.215 -0.396 -0.463
N -0.629 -0.706 0.307
H 1.470 1.048 -1.261
H 1.001 -0.408 -2.288
H 2.182 -0.555 -0.925
C 6.458 0.374 -2.599
C 5.223 1.001 -2.369
N 4.160 1.487 -2.269
H 6.456 -0.670 -2.287
H 7.262 0.802 -2.001
H 6.602 0.412 -3.679
*
```

Results of the Mulliken charge analysis, in e, for atoms 1 through 5: C -0.47; C 0.13; N -0.38; H 0.23; H 0.18